[1]
Entry from OMol25: a structure of composition C43H38F3N7O5PtS (the ωB97M-V functional and the def2-TZVPD basis).

Cartesian coordinates (Å):
Pt 1.23558 1.81849 0.85028
C 0.44248 -3.66178 -3.09466
C 1.17990 -2.46680 -2.54524
C 2.55116 -2.30247 -3.17582
O 0.42378 -1.27112 -2.76222
C 0.29164 -0.50727 -1.58562
C 1.32612 -1.27154 -0.64970
O 1.25859 -2.59333 -1.14465
C 1.56339 -1.29597 0.88859
O 1.45089 -0.02947 1.47378
C 3.03975 -1.77697 1.06917
C 3.41005 -3.09152 0.79087
C 4.71537 -3.50986 0.99966
C 5.66528 -2.62795 1.49940
C 5.30465 -1.31637 1.76798
C 3.99685 -0.89279 1.55323
C 0.73500 -2.24092 1.77934
C 0.02421 -3.33782 1.46193
C -0.75825 -4.17151 2.38080
C -1.16274 -3.99081 3.64348
C -0.93626 -2.85045 4.60758
C 0.94436 -1.92675 3.24714
C -1.24560 -0.14704 -1.31205
O -1.25424 0.39648 0.04840
C -1.63957 1.08806 -2.17672
C -0.75880 2.15638 -2.31862
C -1.08551 3.28264 -3.05734
C -2.33908 3.39481 -3.63683
C -3.25760 2.37011 -3.45143
C -2.91064 1.23047 -2.73729
C -2.21424 -1.31121 -1.68456
C -3.12461 -1.99954 -0.87850
C -3.92454 -3.02281 -1.38720
C -3.86727 -3.37133 -2.72187
C -3.02665 -2.64974 -3.55789
C -2.22860 -1.64112 -3.05169
H 0.20682 -3.49754 -4.14707
H -0.48463 -3.81135 -2.53924
H 1.06883 -4.55091 -2.99791
H 2.43792 -2.20812 -4.25572
H 3.16983 -3.17083 -2.94526
H 3.05178 -1.40460 -2.81210
H 0.75436 0.45507 -1.77254
H 2.26249 -0.81112 -0.98255
H 2.67769 -3.78904 0.40733
H 4.98971 -4.53686 0.78677
H 6.67898 -2.96344 1.68347
H 6.03666 -0.61669 2.15563
H 3.71913 0.13221 1.75222
H -0.03870 -3.61470 0.41487
H -1.11089 -5.09149 1.92402
H -1.76919 -4.77466 4.08999
H -0.27603 -3.22362 5.39800
H 1.61760 -1.08355 3.35434
H 0.21404 2.12474 -1.85267
H -0.34699 4.06743 -3.19014
H -2.59268 4.25834 -4.23952
H -4.25243 2.44863 -3.87375
H -3.64938 0.45005 -2.62306
H -3.28267 -1.76356 0.15934
H -4.60418 -3.53149 -0.71406
H -4.48473 -4.17080 -3.11363
H -2.99190 -2.86685 -4.61989
H -1.62098 -1.07811 -3.74095
F -2.14840 -2.53618 5.22906
C -0.34706 -1.65333 3.96229
F -2.64350 -1.71546 2.46478
F 1.58062 -3.01667 3.87090
C -0.94761 -0.32615 3.89661
C -1.21165 0.43765 5.02701
C -1.49053 1.79092 4.89784
C -1.48322 2.35900 3.63918
N -1.40122 1.61864 2.53017
C -1.22931 0.31837 2.66998
S -1.67632 -0.72310 1.28960
H -1.12965 -0.02059 6.00451
H -1.67481 2.40596 5.76856
H -1.59518 3.42835 3.49555
N 1.42121 2.37799 -5.04162
C 2.08171 2.33761 -4.08848
N 2.89119 2.31409 -3.05212
C 2.73870 2.28224 -1.80873
N 2.71696 2.25560 -0.62654
C -1.62034 6.49203 -0.00160
N -0.48611 5.67741 0.38234
C 0.88078 6.16513 0.47527
C 1.63894 4.91334 0.92304
O 2.80601 4.84867 1.18251
N 0.71227 3.87105 0.96303
C -0.50086 4.37077 0.66529
N -1.60505 3.63877 0.70296
H -1.44477 7.51509 0.32404
H -2.52735 6.13693 0.48918
H -1.77638 6.49075 -1.08246
H 0.97806 6.95880 1.21621
H 1.26441 6.52320 -0.48170
H -1.52367 2.67199 1.00916
H -2.45321 3.95283 0.26650

Output
HOMO (spin up / spin down)   -7.82 / -8.43 eV
Energy relative to the best compared isomer or geometry (same formula, charge and spin)   3.683 eV
Multiplicity   5
Electronic energy   -3237.7084 Eh

Results of the Mulliken charge analysis, in e, for atoms 1 through 2: 1.9521 -1.7815

[2]
Entry from OMol25: the molecule C4H5N3O in a non-equilibrium geometry (the ωB97M-V functional and the def2-TZVPD basis).

Cartesian coordinates (Å):
N -0.52657 -0.85076 2.55940
C -0.59516 -0.33348 1.49340
C -0.75613 0.48117 0.28996
N -1.63408 1.56006 0.45734
C -0.08820 0.31249 -0.90389
C 1.01409 -0.65054 -1.20847
N 1.35281 -1.54043 -0.23522
O 1.57932 -0.65758 -2.27602
H -1.88720 1.91358 1.37803
H -1.70422 2.31522 -0.23640
H -0.06922 1.05022 -1.71197
H 0.93599 -1.67117 0.72201
H 2.37858 -1.92877 -0.32818

Output
HOMO   -9.32 eV
Energy relative to the best compared isomer or geometry (same formula, charge and spin)   1.709 eV
Multiplicity   1
Electronic energy   -394.9048 Eh

Results of the natural (NBO) charge analysis, in e, for atoms 1 through 2: -0.2691 0.2341

[3]
Entry from OMol25: the molecule C7H7Cl in a non-equilibrium geometry (the ωB97M-V functional and the def2-TZVPD basis).

Cartesian coordinates (Å):
C 4.32780 0.70390 0.01401
C 3.11982 0.58843 -0.09514
C 1.70528 0.41593 -0.12396
C 0.49342 0.36069 -0.11052
C -1.02123 0.22543 -0.02723
C -1.46428 -0.38237 1.31481
C -1.49954 -0.62584 -1.22879
Cl -1.63958 1.86568 -0.11306
H 5.39972 0.92282 0.02316
H -1.10222 -1.39968 1.20545
H -2.51047 -0.30844 1.52209
H -0.88136 0.09931 2.17551
H -1.00668 -1.62642 -1.27408
H -2.57417 -0.76237 -1.08582
H -1.34650 -0.07708 -2.19645

Output
HOMO   -9.58 eV
Energy relative to the best compared isomer or geometry (same formula, charge and spin)   3.406 eV
Multiplicity   1
Electronic energy   -730.9896 Eh

Results of the natural (NBO) charge analysis, in e, for atoms 1 through 2: -0.1698 -0.0806

[4]
Entry from OMol25: the molecule C5H10O (the ωB97M-V functional and the def2-TZVPD basis).

Cartesian coordinates (Å):
C -0.20962 -1.01426 1.64176
C -0.80778 -0.28993 0.45789
C -0.61516 1.19845 0.25313
C 0.02381 0.22994 -0.68608
C 1.52552 0.05352 -0.71193
O -0.55304 0.19222 -1.96760
H -0.80268 -0.84863 2.54842
H -0.16855 -2.09522 1.46289
H 0.81070 -0.67419 1.84890
H -1.78912 -0.64881 0.15079
H -1.46182 1.77107 -0.11451
H 0.03663 1.73362 0.94059
H 1.94132 0.62529 -1.54890
H 1.80452 -1.00096 -0.84320
H 1.99915 0.41341 0.20459
H -0.09666 -0.50550 -2.45284

Output
HOMO   -9.23 eV
Energy relative to the best compared isomer or geometry (same formula, charge and spin)   0.991 eV
Multiplicity   1
Electronic energy   -271.7162 Eh

Results of the natural (NBO) charge analysis, in e, for atoms 1 through 2: -0.6084 -0.2490

[5]
Entry from OMol25: the molecule C5H7N in a non-equilibrium geometry (the ωB97M-V functional and the def2-TZVPD basis).

Cartesian coordinates (Å):
C 0.96633 1.57445 -0.01008
N 0.43892 0.22961 -0.00273
C -0.05340 -0.39341 1.11467
C -0.85056 -1.42373 0.70914
C -0.94348 -1.35714 -0.70032
C -0.10428 -0.35334 -1.12483
H 1.57228 1.75362 0.88019
H 0.13979 2.29237 -0.02357
H 1.58820 1.73860 -0.89300
H 0.11208 -0.00487 2.10676
H -1.34400 -2.18324 1.29660
H -1.82999 -1.77891 -1.12887
H 0.25714 -0.02585 -2.09612

Output
HOMO   -8.23 eV
Energy relative to the best compared isomer or geometry (same formula, charge and spin)   0.765 eV
Multiplicity   1
Electronic energy   -249.4451 Eh

Results of the natural (NBO) charge analysis, in e, for atoms 1 through 2: -0.3955 -0.3374

[6]
Entry from OMol25: a cluster of 2 separate species, C4H9O2 in total in a non-equilibrium geometry (the ωB97M-V functional and the def2-TZVPD basis).

Cartesian coordinates (Å):
C 0.96666 2.35070 0.90621
C -0.59151 2.06828 1.14863
O -1.14123 1.25844 0.37619
O -1.01506 2.53746 2.22510
H 1.37095 1.65327 0.16746
H 1.35711 2.11961 1.89183
H 1.20732 3.39791 0.79888
C -0.49702 -2.41669 -1.45631
C -0.03644 -1.37519 -0.42365
H -1.52289 -2.30662 -1.77867
H 0.21509 -2.39290 -2.28727
H -0.37226 -3.45297 -1.12748
H 0.28345 -0.44369 -0.87895
H -0.86460 -1.05760 0.21971
H 0.64041 -1.94001 0.21833

Output
Total charge   -1
HOMO   -3.86 eV
Energy relative to the best compared isomer or geometry (same formula, charge and spin)   0.549 eV
Multiplicity   1
Electronic energy   -308.3247 Eh

Results of the natural (NBO) charge analysis, in e, for atoms 1 through 2: -0.7635 0.7783